(1)
The following is a DFT calculation (ωB97M-V/def2-TZVPD) of a structure of composition C9H22N3O4Rb.

Structure (XYZ):
```
39
Properties=species:S:1:pos:R:3:forces:R:3
Rb -1.348688 -1.751406 0.698081 -0.2994 -0.4534 -0.0024
O -3.801463 -4.675803 0.526579 1.0487 0.8120 -0.0891
H -2.873336 -4.826785 0.261431 -0.4823 -0.2253 0.0736
C 1.529792 -0.314832 5.051343 -0.3686 -0.8247 -3.5515
O 1.021377 -0.406765 3.907682 1.1021 -0.1087 1.7723
N 0.899816 0.199674 6.076842 -0.9873 0.0746 0.8981
C -0.511277 0.494781 5.979503 -1.1342 1.7618 -0.5192
C 1.490798 0.373903 7.365189 -0.3564 0.8028 1.3497
H 2.545593 -0.681971 5.264791 -0.0136 0.2026 -0.0276
H -0.876529 0.536129 4.953349 0.3823 -1.0373 -0.0269
H -0.755383 1.531477 6.211345 0.7319 0.4724 0.5738
H -1.215272 -0.014908 6.637317 0.5411 -0.8684 -0.0570
H 2.572973 0.336048 7.489914 -0.0168 -0.4672 -0.8188
H 1.240396 1.387501 7.678285 -0.0655 0.1174 0.2204
H 1.027904 -0.290852 8.094518 0.0799 -0.1662 0.0706
C -0.580163 3.085905 -1.183178 -2.8412 -1.2678 0.7225
O -1.257788 2.101247 -0.757834 2.1768 2.4779 -0.9560
N -0.912426 3.797605 -2.292240 -0.3669 0.5272 0.4752
C 0.034962 4.705580 -2.946652 -0.7390 -0.0069 -1.2899
C -2.220337 3.630636 -2.947448 0.6734 -1.0178 -1.0500
H 0.189131 3.628468 -0.612209 0.4736 -0.8032 -0.0144
H -0.355108 5.689038 -3.208876 -0.4214 0.3747 1.0926
H 0.102493 4.369261 -3.981262 0.7175 -0.6705 -0.0879
H 1.029800 4.813901 -2.514601 -0.3309 -0.3779 0.2905
H -2.779922 2.774133 -2.571463 0.2749 0.2709 0.5016
H -2.871799 4.501061 -3.025235 0.3885 0.3336 0.6463
H -2.010088 3.359652 -3.982079 -0.0053 -0.0078 -0.2856
C 1.663877 -3.606384 -2.626332 0.5028 -1.1502 0.0363
O 1.697372 -3.136293 -1.487571 -0.3670 0.1824 -1.6470
N 0.908950 -3.292559 -3.700155 -0.6852 1.6781 -0.1476
C 0.822531 -4.151626 -4.892166 0.2586 0.6724 -0.9264
C 0.359620 -1.886767 -3.692751 -0.7376 -1.7680 0.7147
H 2.320222 -4.413772 -2.986248 0.2587 -0.4966 0.8642
H 1.581707 -3.869084 -5.621489 0.3654 -0.0426 0.0365
H -0.094163 -4.017481 -5.466441 -0.3734 0.4446 0.5728
H 0.858026 -5.236570 -4.793424 0.2921 0.1819 0.9718
H -0.582200 -1.978411 -3.151746 -0.1935 0.4693 0.0334
H 1.035809 -1.287591 -3.082957 -0.0285 0.1551 -0.3759
H 0.112793 -1.476141 -4.671809 0.5460 -0.2513 -0.0437
```
Positions in Å, forces in eV/Å.

Output
HOMO, eV: -5.223
Gap between HOMO and LUMO, hartree: 0.190
E_LUMO, eV: -0.0425

=====

(2)
The following is a DFT calculation (ωB97M-V/def2-TZVPD) of a structure of composition C25H45ClNO3PRe.

Structure (XYZ):
```
77
Properties=species:S:1:pos:R:3:forces:R:3
Re 1.672473 -1.818558 0.860231 3.4025 5.0624 0.8363
P 0.290030 -0.060294 -0.443301 -1.4816 0.6140 -1.8880
Cl 3.107323 -1.692464 -1.123931 -0.6593 -0.2718 0.1287
C 1.375751 1.645521 2.034584 3.3034 -1.0719 -3.1015
H 1.355658 2.584643 1.533663 -0.4663 0.2858 -0.3511
H 2.203346 0.876311 1.749330 -0.6174 2.1369 0.7725
C -0.226701 -1.544606 -1.484175 0.1432 1.0261 -0.3444
C 1.158500 1.164996 -1.631988 0.2452 -0.5822 0.3723
C -1.439652 -1.491912 -2.424754 0.1770 -0.3207 -0.1617
H 0.656453 -1.712083 -2.115136 -0.0615 -0.1029 0.1669
C -1.474376 -2.794191 -3.238613 -0.3304 -0.0186 -0.0776
H -2.363039 -1.387683 -1.846034 0.0846 -0.0521 -0.1391
H -1.377106 -0.633489 -3.110977 0.0249 -0.3289 0.2871
C -1.443816 -4.057710 -2.365369 0.0534 0.0087 -0.2689
H -2.379079 -2.804160 -3.867559 0.2772 -0.0515 0.1265
H -0.618217 -2.806979 -3.918135 0.0529 0.0339 -0.0074
C -0.351894 -4.025434 -1.294594 0.1267 -0.3806 0.4240
H -2.414460 -4.190307 -1.887781 -0.1427 0.0350 0.1003
H -1.293820 -4.939377 -3.012246 -0.0639 0.2810 0.2772
C -0.357136 -2.709294 -0.510186 -0.0115 -0.2063 -0.3187
H -0.478708 -4.871081 -0.599533 0.0254 0.2044 -0.2281
H 0.630709 -4.149801 -1.756921 0.0418 0.0897 -0.0031
H -1.283672 -2.613075 0.061817 0.1933 0.0450 0.2198
H 0.529427 -2.845766 0.256211 -2.4528 -2.5818 -1.3396
C -1.404092 0.890562 -0.132619 0.7859 -0.1977 0.6564
C 1.076689 2.626485 -1.180910 0.0548 0.1599 0.3097
H 2.206877 0.833350 -1.530455 -0.2131 0.1793 -0.0764
C 2.029944 3.512623 -1.985939 -0.1183 -0.0866 -0.0585
H 0.056452 3.018999 -1.265402 0.2246 -0.0491 -0.0650
H 1.330728 2.693480 -0.125929 0.0179 0.0530 -0.3255
C 1.767185 3.403026 -3.488541 0.1256 0.0219 -0.1326
H 1.919199 4.558467 -1.660889 0.0798 -0.2711 -0.0800
H 3.060117 3.211520 -1.764548 -0.0400 0.0139 -0.0325
C 1.673365 1.953547 -3.986359 0.1421 -0.0213 0.0557
H 0.843047 3.934069 -3.739474 -0.0444 -0.0212 0.0666
H 2.576192 3.912497 -4.028653 -0.2147 -0.0474 0.0113
C 0.785297 1.049386 -3.116162 -0.2044 -0.1596 -0.1642
H 1.298210 1.944958 -5.020407 0.1036 -0.0321 0.2394
H 2.679805 1.520294 -4.017133 -0.0415 0.0201 0.0434
H -0.269391 1.317036 -3.277993 0.2852 -0.0384 0.0682
H 0.899899 0.012172 -3.455983 0.0010 0.1780 0.0188
C -2.458381 0.042409 0.586683 -0.2625 -0.1318 0.1150
H -1.062699 1.690682 0.551225 -0.1936 -0.2096 -0.1022
C -3.642912 0.890242 1.077983 0.1514 0.2106 -0.0244
H -2.830860 -0.738647 -0.096306 0.0575 0.2488 0.2036
H -2.039318 -0.475778 1.448176 -0.1192 0.0541 -0.1192
C -4.307808 1.692151 -0.044736 0.0307 -0.2680 -0.2107
H -4.378924 0.236395 1.559311 0.0884 0.1039 -0.0335
H -3.281691 1.586255 1.851993 -0.0192 -0.1510 -0.1338
C -3.288104 2.432139 -0.920753 0.1249 0.0833 0.4058
H -4.898287 1.006889 -0.674747 0.1557 0.1172 0.1054
H -5.013230 2.409468 0.384186 -0.0015 -0.0665 -0.0722
C -2.089690 1.560800 -1.339932 -0.0227 -0.2265 -0.5625
H -3.789395 2.822420 -1.816256 0.1696 -0.0731 0.1326
H -2.913414 3.306991 -0.366791 -0.0198 -0.1449 -0.0788
H -2.453793 0.785310 -2.031549 0.0809 0.2422 0.2525
H -1.400869 2.183260 -1.918679 -0.2668 -0.2155 0.1978
C 0.475050 -1.046046 2.333009 -2.4500 1.2428 1.1493
C 0.547694 1.183842 2.979025 -4.5803 -3.9875 0.6873
H -0.584855 -0.951794 2.050313 0.6337 0.2152 0.0979
C 1.086157 1.101988 4.368073 0.0681 0.2470 0.6571
H -0.634742 1.122009 2.867090 2.3531 1.2723 0.4049
C 1.873588 -0.095121 4.854400 0.2536 -0.0803 0.0817
H 1.680358 2.004621 4.392082 0.4427 0.1878 0.6602
H 0.261112 1.265082 5.046436 -0.3672 0.0437 0.3639
C 0.984744 -1.313729 4.983363 0.6098 -0.0192 0.2875
H 2.694211 -0.303890 4.181997 0.2341 -0.1263 -0.3972
H 2.360815 0.143158 5.807611 -0.3064 0.0574 0.0006
C 0.486359 -1.847241 3.618152 -0.9393 -1.5256 0.8354
H 1.512310 -2.097755 5.558117 -0.0728 0.1037 -0.6071
H 0.147805 -1.079550 5.644998 -0.2349 0.2506 -0.2046
H 1.030429 -2.764918 3.396638 0.4003 -0.1776 0.1799
H -0.528014 -2.252004 3.858773 0.3505 0.3867 -0.4928
O 5.556044 -1.069041 2.444459 -1.2177 -2.7823 -0.2298
N 5.031927 -2.160759 2.283121 1.7901 -0.4671 2.1980
O 4.979138 -3.184515 2.975885 0.2833 3.0450 -1.8607
O 2.881730 -1.600998 2.019439 -0.0127 -1.0147 0.0959
```
Positions in Å, forces in eV/Å.

Output
HOMO (spin up / spin down), eV: -6.661 / -7.218
Gap between HOMO and LUMO (spin up / spin down), hartree: 0.232 / 0.227
Multiplicity: 4
E_LUMO (spin up / spin down), eV: -0.3418 / -1.0409

=====

(3)
The following is a DFT calculation (ωB97M-V/def2-TZVPD) of a structure of composition C19H43FeOP3SSe.

Structure (XYZ):
```
69
Properties=species:S:1:pos:R:3:forces:R:3
Fe 0.321846 0.114496 0.859565 -1.3857 0.5889 1.3062
P 2.176548 -0.292671 2.040945 3.2472 -0.7813 1.8546
P 1.063598 2.235163 0.277004 0.5127 2.1129 -0.7278
P -0.411146 -2.077823 1.102879 -1.1330 -1.9960 0.2885
H -3.406055 0.777866 -6.445198 -0.3431 0.1357 -0.0110
C -4.185750 0.191707 -5.954912 -0.6068 0.3883 0.0858
C -4.823348 0.657681 -4.867585 -0.0900 -0.4188 -0.7932
H -4.703020 1.689876 -4.526336 0.2915 -0.3924 0.0428
C 3.598947 -0.903028 1.025576 -0.3243 0.1295 -0.1180
C 2.964063 1.101260 2.959782 -0.2177 0.0108 -0.1415
C 2.183071 -1.574359 3.365438 -0.2487 0.0443 -0.0917
C -0.040372 2.854706 -1.041578 -0.0101 0.0581 0.0763
C 1.206671 3.718820 1.341319 -0.0930 -0.1050 0.2783
C 2.713517 2.289740 -0.541856 -0.1396 -0.1987 -0.0952
C -1.953200 -2.254793 0.145409 0.0228 0.0788 -0.0668
C -0.949282 -2.839874 2.685552 0.1626 0.2632 0.1352
C 0.675579 -3.394336 0.430983 0.0193 0.2071 -0.1413
H -4.450667 -0.733688 -6.487797 0.1158 0.2078 0.6641
H -5.557598 0.050994 -4.329934 0.0515 0.2618 -0.3620
H 4.457177 -1.063632 1.690051 -0.1899 0.0314 -0.1645
H 3.866682 -0.174842 0.251141 0.0584 -0.1779 0.2029
H 3.330892 -1.848253 0.536507 0.1387 0.1456 0.1773
H 3.810957 0.687731 3.527190 -0.2467 0.1626 -0.1784
H 2.250895 1.553214 3.661333 0.2419 -0.0834 -0.1384
H 3.332035 1.878279 2.279369 -0.0507 -0.2210 0.2221
H 3.185026 -1.577356 3.819725 -0.3065 0.0041 -0.1472
H 1.977823 -2.570469 2.955245 0.0973 0.2679 0.1448
H 1.438082 -1.340774 4.136081 0.3110 -0.1272 -0.1787
H 0.284920 3.859544 -1.333553 -0.1258 -0.1594 -0.0519
H -1.067167 2.902737 -0.660294 0.1292 0.0676 -0.1315
H -0.014146 2.195401 -1.913794 0.0137 0.1768 0.0404
H 1.747479 4.488558 0.775926 -0.1565 -0.1683 0.1309
H 1.764117 3.498554 2.258296 -0.1336 0.1482 -0.1804
H 0.216350 4.102609 1.607344 0.3033 -0.0152 -0.1408
H 2.892896 3.323908 -0.856430 -0.0041 -0.2069 -0.0005
H 2.714724 1.635603 -1.422505 0.1817 0.3755 0.1818
H 3.518541 1.981223 0.132083 -0.1423 0.1261 -0.1376
H -2.309938 -3.288444 0.227647 0.0339 0.1863 -0.0977
H -1.788319 -1.999169 -0.905444 -0.1104 -0.1124 0.0711
H -2.698496 -1.577469 0.577141 0.0599 -0.1123 -0.0798
H -1.203774 -3.886698 2.471196 0.0020 0.2695 0.0539
H -1.833380 -2.319456 3.071824 0.1318 -0.1165 -0.1310
H -0.159632 -2.826395 3.443233 -0.2137 -0.0708 -0.1620
H 0.129563 -4.343579 0.476148 0.1422 0.1530 -0.0368
H 1.602238 -3.488128 1.007322 -0.1785 -0.0357 -0.1081
H 0.930653 -3.164895 -0.610085 -0.0671 -0.3057 0.2477
C 0.235187 -0.817551 -2.937362 1.0774 -0.0615 1.1684
C -1.038620 -0.234953 -2.932661 -1.0112 0.0292 -0.7654
C -1.844262 -0.406576 -4.049046 0.3281 0.7534 1.7452
C -1.424451 -1.164461 -5.140430 0.3102 -0.2077 -0.4251
C -0.136975 -1.733681 -5.149792 0.7617 -0.0439 0.6027
C 0.696059 -1.560871 -4.040462 -0.0790 -0.4565 -1.1972
Se 1.385581 -0.613662 -1.385461 -1.8003 -0.4311 -2.7075
H 0.040607 0.054216 -0.874847 0.9233 -0.1801 -0.3279
H -1.430730 0.346092 -2.096581 0.1791 -0.1294 -0.1855
H -2.810142 0.088739 -4.055737 0.0870 -0.2874 -0.1475
H -2.121124 -1.271023 -5.972916 0.3232 -0.1117 0.0902
H 0.230001 -2.295995 -6.009471 -0.1872 0.1175 0.2609
H 1.693337 -2.000611 -4.016015 -0.2518 0.0912 -0.1421
C -1.502497 2.540823 2.902310 0.0528 -0.0264 0.0956
S -1.251123 0.766649 2.707206 -1.5659 0.0717 0.7782
C -0.626470 0.368391 4.354679 -0.0590 0.2820 0.1742
O -2.619029 0.167828 2.575936 1.4400 0.1988 -0.2621
H -0.569696 3.047567 3.181772 -0.3018 -0.2456 0.0239
H -2.262316 2.655992 3.688631 0.1822 -0.0356 -0.2540
H -1.887593 2.928750 1.949658 0.0616 -0.1369 0.2850
H 0.405711 0.719910 4.479195 -0.2895 -0.0064 -0.0612
H -0.679295 -0.714777 4.503209 -0.0979 0.2607 -0.1368
H -1.281762 0.879666 5.076232 0.1664 -0.2413 -0.2030
```
Positions in Å, forces in eV/Å.

Output
HOMO (spin up / spin down), eV: -16.565 / -16.563
Gap between HOMO and LUMO (spin up / spin down), hartree: 0.247 / 0.138
Multiplicity: 6
E_LUMO (spin up / spin down), eV: -9.8331 / -12.8048
Net charge: +3

=====

(4)
The following is a DFT calculation (ωB97M-V/def2-TZVPD) of a cluster of 2 separate species, C7H11BrClN3 in total.

Structure (XYZ):
```
23
Properties=species:S:1:pos:R:3:forces:R:3
C 1.830298 1.395073 0.285396 -3.7845 0.1095 -0.7209
C 0.997577 0.487570 1.278788 1.3549 -0.2643 0.2311
C 2.357408 0.511157 -0.773029 3.1103 -2.3287 -1.5723
C 1.211640 -0.954876 0.760803 -1.2981 -2.9303 1.2589
C 1.516746 -0.851470 -0.689924 -0.1727 4.1685 -1.5727
C -4.269897 -0.466641 0.489706 -0.2540 -1.4781 0.6878
C -3.027222 -0.506822 0.043956 -0.8843 0.5307 0.0612
N -1.030002 1.097607 -1.990374 -2.6353 3.6964 -1.0238
N -0.293183 0.331122 -1.714334 1.2977 -1.6760 0.7515
N 0.326422 -0.668585 -1.554507 0.7433 -2.3453 0.3620
Cl -2.177984 -1.981478 0.169807 0.2437 -0.5211 -0.1561
Br -5.341076 1.075704 0.607734 0.1904 -0.2727 -0.1689
H 1.073126 2.082802 -0.210652 1.0334 -0.3601 0.7600
H 2.610050 1.957392 0.678912 1.0500 1.1321 1.1726
H 1.462230 0.539727 2.290171 -0.9576 0.2440 -0.4831
H -0.087153 0.738805 1.244546 0.8958 -0.0304 0.3948
H 2.440296 1.056722 -1.810339 -0.2278 -1.4682 1.8147
H 3.447247 0.134272 -0.472124 -1.9385 1.0108 -0.7641
H 1.983678 -1.635819 1.309147 -0.9751 1.6712 -0.8539
H 0.248927 -1.590370 0.830719 1.4752 1.1027 0.1894
H 1.929433 -1.633653 -1.235039 1.4299 -1.6133 -0.0541
H -4.672172 -1.438760 0.886555 -0.0235 1.4231 -0.2877
H -2.536398 0.320523 -0.425918 0.3266 0.1994 -0.0264
```
Positions in Å, forces in eV/Å.

Output
HOMO, eV: -9.284
Gap between HOMO and LUMO, hartree: 0.370
E_LUMO, eV: 0.7760

=====

(5)
The following is a DFT calculation (ωB97M-V/def2-TZVPD) of the molecule C3H5NO2S.

Structure (XYZ):
```
12
Properties=species:S:1:pos:R:3:forces:R:3
C -2.018056 1.178846 -0.039772 0.1027 -0.1374 0.5466
S -2.187521 -0.618543 0.010272 -0.1547 -0.0683 0.2996
C -0.546515 -1.142454 0.052257 -0.1699 -0.3343 -0.0279
N 0.409394 -0.309543 0.008604 0.1992 -0.4468 -0.2555
O 1.614695 -1.077347 -0.084258 0.1226 0.2039 0.3724
C 2.709190 -0.294825 0.002727 0.6160 -0.1065 -0.1512
O 2.756759 0.888793 0.039924 -0.2808 0.5874 0.1053
H -1.562787 1.587016 0.879235 -0.4335 -0.3615 -0.2145
H -3.073958 1.492218 -0.141851 0.8084 0.2920 -0.2207
H -1.320730 1.438717 -0.835525 -0.5153 0.1756 -0.2872
H -0.404157 -2.238153 0.091968 0.0062 0.5986 -0.1179
H 3.623690 -0.904730 0.016418 -0.3009 -0.4026 -0.0490
```
Positions in Å, forces in eV/Å.

Output
SMILES: CS/C=N/OC=O
HOMO, eV: -9.193
Gap between HOMO and LUMO, hartree: 0.365
E_LUMO, eV: 0.7362

=====

Strongest force on any atom for every record listed, in sequence, given in eV Å⁻¹: 3.7; 6.2; 3.8; 4.7; 0.9.
Relative energy (zero: lowest compared OMol25 entry of this formula, charge and spin) for every record listed, in sequence, given in kcal per mole: 75.7; 61.6; 10.5; 0.0; 47.7.